No. 1
The following is a DFT calculation (ωB97M-V/def2-TZVPD) of a cluster of 6 separate species, C46H39BFINO25 in total.

Computed properties:
Total energy, eV: -112504.783
Max |F|, eV/A: 8.7
Orbital gap, eV: 4.567
Total charge: -1
E_HOMO, eV: -5.3

Positions of all 114 atoms, in Å:
O: -2.89 0.00 -0.49
C: -2.58 0.97 -1.43
C: -3.45 2.04 -1.57
C: -3.16 3.06 -2.45
C: -1.99 3.01 -3.19
C: -1.12 1.93 -3.04
C: -1.41 0.89 -2.17
C: -0.42 -0.25 -2.06
N: -0.78 -1.43 -2.85
C: -1.48 -2.51 -2.13
C: -0.54 -3.59 -1.57
C: -0.09 -3.31 -0.14
B: 1.13 -4.27 0.37
F: 1.07 -4.42 1.78
I: 3.05 -3.13 -0.11
H: -3.48 -0.64 -0.88
H: -4.35 2.05 -0.98
H: -3.85 3.88 -2.54
H: -1.76 3.82 -3.87
H: -0.22 1.91 -3.61
H: 0.51 0.13 -2.47
H: -0.23 -0.46 -1.01
H: 0.06 -1.84 -3.21
H: -2.08 -2.14 -1.31
H: -2.16 -2.98 -2.84
H: -1.11 -4.51 -1.53
H: 0.31 -3.74 -2.23
H: 0.26 -2.28 -0.05
H: -0.95 -3.40 0.52
H: 1.11 -5.34 -0.20
C: 5.11 -7.85 -0.21
C: 4.20 -7.43 0.69
C: 4.43 -7.60 2.18
O: 3.58 -7.19 2.94
C: 5.66 -8.25 2.62
C: 6.55 -8.66 1.71
C: 6.33 -8.48 0.24
O: 7.22 -8.88 -0.51
O: 7.69 -9.26 2.03
O: 3.07 -6.86 0.35
H: 4.96 -7.73 -1.27
H: 5.81 -8.38 3.68
H: 8.13 -9.44 1.17
H: 2.60 -6.62 1.17
C: -6.06 7.67 -4.27
C: -5.85 6.67 -3.40
C: -6.60 5.37 -3.48
O: -6.33 4.51 -2.67
C: -7.60 5.22 -4.53
C: -7.82 6.22 -5.39
C: -7.05 7.51 -5.31
O: -7.29 8.36 -6.15
O: -8.71 6.16 -6.37
O: -4.97 6.74 -2.41
H: -5.53 8.61 -4.22
H: -8.15 4.28 -4.57
H: -8.65 7.01 -6.84
H: -5.00 5.89 -1.94
C: -0.31 2.10 0.79
C: -1.16 2.24 1.81
C: -0.85 1.72 3.19
O: -1.68 1.91 4.07
C: 0.41 1.02 3.41
C: 1.26 0.88 2.38
C: 0.97 1.43 1.01
O: 1.82 1.24 0.17
O: 2.41 0.24 2.46
O: -2.34 2.84 1.71
H: -0.52 2.46 -0.20
H: 0.61 0.63 4.39
H: 2.81 0.29 1.56
H: -2.74 2.79 2.60
C: -5.19 14.01 -5.27
C: -4.97 13.00 -4.41
C: -5.73 11.71 -4.50
O: -5.47 10.83 -3.69
C: -6.74 11.56 -5.54
C: -6.95 12.57 -6.39
C: -6.18 13.86 -6.32
O: -6.43 14.71 -7.14
O: -7.85 12.52 -7.37
O: -4.09 13.06 -3.42
H: -4.65 14.94 -5.21
H: -7.28 10.63 -5.58
H: -7.80 13.37 -7.83
H: -4.14 12.20 -2.96
C: 4.94 -2.93 5.52
C: 6.07 -3.57 5.22
C: 7.02 -3.07 4.16
O: 8.04 -3.71 3.98
C: 6.65 -1.88 3.42
C: 5.51 -1.24 3.71
C: 4.58 -1.71 4.80
O: 3.58 -1.06 5.02
O: 5.11 -0.17 3.04
O: 6.47 -4.69 5.81
H: 4.25 -3.28 6.28
H: 7.32 -1.55 2.64
H: 4.25 0.11 3.43
H: 7.32 -4.93 5.40
C: 4.75 -9.06 6.43
C: 4.52 -7.74 6.49
C: 3.63 -7.04 5.49
O: 3.46 -5.84 5.64
C: 3.04 -7.82 4.42
C: 3.28 -9.14 4.36
C: 4.14 -9.84 5.37
O: 4.29 -11.05 5.25
O: 2.77 -9.93 3.42
O: 5.04 -6.94 7.40
H: 5.39 -9.57 7.14
H: 2.42 -7.31 3.70
H: 3.10 -10.83 3.62
H: 4.71 -6.04 7.18

Results of the Löwdin charge analysis, in e, for atoms 1 through 6:
1 O 0.03
2 C -0.28
3 C -0.01
4 C -0.09
5 C -0.09
6 C -0.04

No. 2
The following is a DFT calculation (ωB97M-V/def2-TZVPD) of a structure of composition C46H40N4O3PTl.

Computed properties:
Total energy, eV: -74436.415
Max |F|, eV/A: 0.4
Orbital gap, eV: 7.540
E_HOMO, eV: -7.2
Relative energy (zero: lowest compared OMol25 entry of this formula, charge and spin), kcal per mole: 1.57

Positions of all 95 atoms, in Å:
Tl: -0.26 0.04 0.43
O: -1.05 1.50 1.84
C: -0.54 1.97 2.94
C: -1.40 2.67 3.82
C: -0.96 3.19 5.01
C: 0.37 3.06 5.41
C: 1.23 2.39 4.56
C: 0.81 1.83 3.34
C: 1.85 1.19 2.55
N: 1.68 0.53 1.48
N: 2.80 -0.03 0.89
C: 2.61 -0.22 -0.39
O: 1.56 0.11 -1.05
C: 3.72 -0.92 -1.12
C: 3.55 -1.25 -2.46
C: 4.54 -1.94 -3.14
C: 5.72 -2.28 -2.49
C: 5.90 -1.94 -1.16
C: 4.90 -1.27 -0.47
H: -2.44 2.77 3.51
H: -1.66 3.72 5.66
H: 0.73 3.47 6.34
H: 2.28 2.28 4.84
H: 2.87 1.27 2.92
H: 2.63 -0.97 -2.95
H: 4.40 -2.19 -4.19
H: 6.50 -2.82 -3.02
H: 6.82 -2.21 -0.65
H: 5.02 -1.00 0.57
C: -3.87 -3.07 6.19
C: -4.39 -2.24 5.20
C: -3.61 -1.89 4.11
C: -2.31 -2.37 3.98
C: -1.80 -3.20 4.97
C: -2.57 -3.55 6.07
P: -1.40 -1.84 2.48
C: 0.34 -2.27 2.85
C: 0.97 -1.59 3.90
C: 2.32 -1.77 4.13
C: 3.07 -2.61 3.31
C: 2.46 -3.27 2.26
C: 1.09 -3.11 2.03
C: -1.87 -3.11 1.24
C: -2.43 -4.30 1.63
C: -2.86 -5.26 0.70
C: -2.72 -5.02 -0.63
C: -2.14 -3.82 -1.09
C: -1.96 -3.61 -2.48
C: -1.36 -2.49 -2.95
C: -0.91 -1.50 -2.04
C: -1.09 -1.65 -0.69
C: -1.70 -2.83 -0.16
H: -4.47 -3.34 7.05
H: -5.40 -1.86 5.30
H: -4.01 -1.22 3.35
H: -0.79 -3.59 4.88
H: -2.16 -4.20 6.83
H: 0.40 -0.91 4.51
H: 2.80 -1.24 4.95
H: 4.13 -2.73 3.49
H: 3.04 -3.91 1.61
H: 0.63 -3.62 1.20
H: -2.55 -4.51 2.69
H: -3.30 -6.19 1.05
H: -3.05 -5.75 -1.36
H: -2.31 -4.38 -3.17
H: -1.20 -2.34 -4.01
H: -0.40 -0.64 -2.44
C: -1.31 6.13 -4.51
C: -0.19 5.36 -3.82
N: 0.38 4.30 -4.64
C: 1.31 4.67 -5.71
C: 0.70 4.53 -7.10
C: 0.15 2.98 -4.45
O: 0.69 2.11 -5.12
C: -0.83 2.57 -3.39
C: -2.20 2.54 -3.63
C: -3.05 2.04 -2.65
C: -2.50 1.59 -1.47
N: -1.18 1.62 -1.23
C: -0.37 2.09 -2.17
H: -1.70 6.90 -3.85
H: -2.12 5.46 -4.79
H: -0.94 6.62 -5.42
H: -0.56 4.93 -2.89
H: 0.62 6.05 -3.55
H: 2.19 4.04 -5.63
H: 1.61 5.70 -5.53
H: 0.46 3.49 -7.30
H: 1.41 4.88 -7.86
H: -0.21 5.13 -7.19
H: -2.59 2.88 -4.58
H: -4.11 2.00 -2.81
H: -3.12 1.19 -0.68
H: 0.70 2.06 -1.96

Results of the Löwdin charge analysis, in e, for atoms 1 through 6:
1 Tl 1.04
2 O -0.20
3 C -0.36
4 C -0.02
5 C -0.09
6 C -0.11

No. 3
The following is a DFT calculation (ωB97M-V/def2-TZVPD) of a cluster of 8 separate species, C46H40O17P in total.

Computed properties:
Total energy, eV: -92438.965
Max |F|, eV/A: 0.7
Orbital gap, eV: 4.036
Total charge: -1
E_HOMO, eV: -4.6

Positions of all 104 atoms, in Å:
C: 3.81 4.05 -0.88
C: 2.57 4.91 -1.17
O: 1.48 4.24 -1.71
P: 0.65 3.11 -0.71
O: -0.56 4.36 -0.30
C: -1.81 3.78 -0.45
C: -1.70 2.75 -1.62
O: -0.39 2.77 -2.08
H: 4.33 3.80 -1.80
H: 3.55 3.15 -0.33
H: 4.48 4.64 -0.25
H: 2.29 5.47 -0.25
H: 2.87 5.67 -1.90
H: -0.14 2.18 0.06
H: 1.41 3.49 0.47
H: 1.56 2.06 -1.07
H: -2.19 3.29 0.46
H: -2.55 4.56 -0.69
H: -2.01 1.75 -1.27
H: -2.39 3.03 -2.43
C: -2.11 -2.27 2.28
C: -1.32 -1.89 1.28
C: -0.63 -0.57 1.30
O: 0.08 -0.22 0.38
C: -0.88 0.33 2.46
C: -1.67 -0.06 3.46
C: -2.34 -1.38 3.44
O: -3.07 -1.72 4.35
H: -2.63 -3.22 2.30
H: -1.12 -2.48 0.39
H: -0.38 1.29 2.42
H: -1.88 0.57 4.31
C: 0.95 6.88 2.78
C: -0.14 6.31 2.25
C: -1.41 6.26 3.02
O: -2.42 5.76 2.57
C: -1.41 6.85 4.39
C: -0.32 7.41 4.90
C: 0.95 7.46 4.13
O: 1.94 7.98 4.62
H: 1.89 6.92 2.24
H: -0.14 5.87 1.26
H: -2.35 6.80 4.92
H: -0.30 7.84 5.89
C: -6.72 -3.58 4.18
C: -5.62 -3.39 3.45
C: -5.45 -4.10 2.15
O: -4.45 -3.94 1.48
C: -6.53 -5.02 1.71
C: -7.61 -5.21 2.45
C: -7.79 -4.50 3.74
O: -8.79 -4.68 4.42
H: -6.87 -3.08 5.13
H: -4.81 -2.73 3.76
H: -6.36 -5.52 0.76
H: -8.41 -5.88 2.15
C: -3.76 -7.95 2.88
C: -3.05 -8.25 3.96
C: -3.67 -8.88 5.15
O: -3.02 -9.15 6.14
C: -5.13 -9.17 5.09
C: -5.84 -8.88 4.01
C: -5.22 -8.25 2.82
O: -5.87 -7.98 1.83
H: -3.34 -7.49 2.00
H: -1.99 -8.04 4.04
H: -5.56 -9.63 5.97
H: -6.91 -9.08 3.94
C: 0.03 -4.55 -3.01
C: 0.48 -4.67 -4.25
C: 0.03 -3.74 -5.32
O: 0.44 -3.85 -6.46
C: -0.93 -2.67 -4.95
C: -1.38 -2.55 -3.70
C: -0.95 -3.49 -2.64
O: -1.36 -3.38 -1.50
H: 0.34 -5.21 -2.21
H: 1.18 -5.43 -4.55
H: -1.22 -1.99 -5.74
H: -2.08 -1.78 -3.40
C: 7.50 5.33 0.28
C: 8.71 5.14 0.78
C: 9.34 6.13 1.69
O: 10.45 5.96 2.14
C: 8.55 7.35 2.02
C: 7.33 7.54 1.52
C: 6.71 6.54 0.61
O: 5.60 6.71 0.15
H: 7.01 4.62 -0.38
H: 9.31 4.26 0.56
H: 9.03 8.05 2.69
H: 6.73 8.41 1.75
C: 4.91 -1.17 -9.44
C: 5.39 -1.82 -8.38
C: 4.48 -2.52 -7.43
O: 4.92 -3.12 -6.47
C: 3.02 -2.46 -7.70
C: 2.55 -1.81 -8.76
C: 3.45 -1.12 -9.72
O: 3.02 -0.53 -10.69
H: 5.55 -0.65 -10.14
H: 6.44 -1.87 -8.15
H: 2.37 -2.97 -7.01
H: 1.49 -1.76 -8.98

Results of the Löwdin charge analysis, in e, for atoms 1 through 6:
1 C -0.11
2 C -0.38
3 O -0.34
4 P 0.53
5 O -0.35
6 C -0.31

No. 4
The following is a DFT calculation (ωB97M-V/def2-TZVPD) of a structure of composition C46H41AsFeNOPSe2.

Computed properties:
Total energy, eV: -287107.594
Max |F|, eV/A: 0.9
Spin multiplicity: 6
Orbital gap (alpha / beta), eV: 8.057 / 6.476
Total charge: +1
E_HOMO (alpha / beta), eV: -10.1 / -10.3
Relative energy (zero: lowest compared OMol25 entry of this formula, charge and spin), kcal per mole: 17.67

Positions of all 94 atoms, in Å:
Fe: -0.61 0.85 1.11
C: -2.47 4.86 0.70
C: -1.79 3.83 1.57
C: -0.41 3.89 1.76
C: 0.25 3.02 2.63
C: 1.70 3.23 2.95
C: -0.50 2.04 3.30
C: -1.89 1.96 3.13
C: -2.68 1.00 3.99
C: -2.51 2.84 2.24
H: -2.36 5.85 1.14
H: -3.53 4.66 0.59
H: -2.02 4.90 -0.30
H: 0.17 4.67 1.26
H: 1.80 4.05 3.67
H: 2.26 3.49 2.06
H: 2.14 2.34 3.40
H: -0.02 1.41 4.05
H: -2.71 1.40 5.01
H: -2.21 0.02 4.02
H: -3.69 0.88 3.62
H: -3.58 2.78 2.10
Se: -3.37 -0.29 0.94
P: -2.19 -2.05 1.29
Se: -0.13 -1.45 1.74
C: -2.88 -3.02 2.65
C: -4.20 -2.81 3.04
C: -4.75 -3.55 4.08
C: -3.98 -4.50 4.74
C: -2.66 -4.71 4.36
C: -2.10 -3.97 3.33
C: -2.12 -3.13 -0.14
C: -1.31 -4.27 -0.09
C: -1.20 -5.10 -1.20
C: -1.89 -4.79 -2.36
C: -2.69 -3.65 -2.42
C: -2.81 -2.82 -1.31
H: -4.81 -2.08 2.52
H: -5.78 -3.39 4.37
H: -4.41 -5.08 5.55
H: -2.06 -5.45 4.88
H: -1.06 -4.12 3.07
H: -0.76 -4.51 0.81
H: -0.58 -5.99 -1.15
H: -1.81 -5.44 -3.23
H: -3.23 -3.41 -3.33
H: -3.43 -1.93 -1.36
O: 1.34 1.05 0.60
As: 2.38 0.66 -0.67
C: 2.04 1.79 -2.15
C: 1.16 2.85 -1.94
C: 0.89 3.71 -3.00
C: 1.47 3.50 -4.25
C: 2.34 2.44 -4.44
C: 2.64 1.58 -3.39
C: 4.18 0.85 -0.10
C: 4.44 1.09 1.25
C: 5.76 1.18 1.67
C: 6.80 1.04 0.75
C: 6.53 0.79 -0.59
C: 5.21 0.68 -1.02
C: 2.30 -1.15 -1.25
C: 1.89 -1.49 -2.53
C: 1.82 -2.83 -2.89
C: 2.17 -3.81 -1.97
C: 2.61 -3.46 -0.69
C: 2.68 -2.13 -0.33
H: 0.70 2.99 -0.98
H: 0.20 4.54 -2.85
H: 1.23 4.16 -5.07
H: 2.78 2.27 -5.42
H: 3.32 0.76 -3.56
H: 3.63 1.17 1.95
H: 5.98 1.36 2.71
H: 7.83 1.12 1.09
H: 7.34 0.67 -1.30
H: 5.00 0.47 -2.06
H: 1.60 -0.73 -3.24
H: 1.49 -3.11 -3.89
H: 2.12 -4.86 -2.25
H: 2.89 -4.23 0.02
H: 3.01 -1.86 0.66
N: -1.51 1.97 -6.14
C: -1.54 1.71 -5.02
C: -1.58 1.38 -3.60
C: -2.25 2.21 -2.70
C: -2.22 1.92 -1.34
C: -1.52 0.81 -0.88
C: -0.90 -0.05 -1.78
C: -0.94 0.24 -3.14
H: -2.78 3.08 -3.07
H: -2.80 2.53 -0.66
H: -0.39 -0.93 -1.43
H: -0.46 -0.42 -3.85

Results of the Löwdin charge analysis, in e, for atoms 1 through 6:
1 Fe 0.53
2 C -0.04
3 C -0.27
4 C -0.01
5 C -0.29
6 C -0.04